{"formula": "C32H72BBrCl2F3N19O40P", "method": "ωB97M-V/def2-TZVPD", "species": ["C", "C", "N", "C", "C", "O", "O", "C", "N", "Cl", "C", "O", "B", "O", "O", "C", "Br", "C", "C", "C", "Cl", "C", "C", "C", "N", "O", "C", "C", "P", "O", "O", "O", "N", "C", "O", "C", "F", "F", "F", "H", "H", "H", "H", "H", "H", "H", "H", "H", "H", "H", "H", "H", "H", "H", "H", "H", "H", "H", "H", "H", "H", "H", "H", "H", "H", "H", "C", "N", "O", "O", "H", "H", "H", "C", "N", "O", "O", "H", "H", "H", "C", "N", "O", "O", "H", "H", "H", "C", "N", "O", "O", "H", "H", "H", "C", "N", "O", "O", "H", "H", "H", "C", "N", "O", "O", "H", "H", "H", "C", "N", "O", "O", "H", "H", "H", "C", "N", "O", "O", "H", "H", "H", "C", "N", "O", "O", "H", "H", "H", "C", "N", "O", "O", "H", "H", "H", "C", "N", "O", "O", "H", "H", "H", "C", "N", "O", "O", "H", "H", "H", "C", "N", "O", "O", "H", "H", "H", "C", "N", "O", "O", "H", "H", "H", "C", "N", "O", "O", "H", "H", "H"], "positions_angstrom": [[1.263723, 1.504462, 3.717737], [1.766461, 1.727791, 2.522521], [0.951950, 1.944984, 1.349201], [0.410262, 3.308364, 1.261190], [-0.907602, 3.454874, 1.968918], [-1.364269, 4.563597, 2.147483], [-1.553897, 2.345025, 2.377549], [0.750548, 1.020302, 0.447147], [1.231105, -0.235159, 0.497698], [1.549521, -1.043186, 1.941170], [1.488552, -1.031767, -0.741642], [2.806429, -1.486469, -0.556427], [3.297834, -2.780127, -0.648269], [3.301376, -3.514545, -1.815119], [3.886345, -3.342208, 0.477960], [0.503519, -2.196851, -0.926247], [-1.249581, -1.557762, -1.617857], [0.069750, -3.053050, 0.272389], [1.083962, -4.025062, 0.857943], [1.621104, -0.030872, -2.025322], [3.337070, 0.571073, -2.026903], [1.503464, -0.850201, -3.319927], [2.203123, -0.372737, -4.603480], [3.450029, -1.181602, -4.924119], [4.728406, -0.629409, -4.749095], [3.299205, -2.307451, -5.355255], [0.701402, 1.241636, -1.969465], [-0.229032, 1.353797, -3.183160], [1.652703, 2.865750, -2.095032], [2.477577, 3.185789, -0.927536], [2.377051, 3.026393, -3.496094], [0.427007, 3.911691, -2.185852], [0.014544, 1.349906, -0.689311], [-1.374756, 1.524815, -0.576933], [-1.775170, 2.931800, -0.653561], [-3.082686, 3.102535, -0.944559], [-3.323562, 2.919468, -2.271844], [-3.434836, 4.373174, -0.637695], [-3.894863, 2.259546, -0.256503], [0.239538, 1.660329, 4.003965], [1.916854, 1.166649, 4.496541], [2.831056, 1.715170, 2.358762], [0.337879, 3.691441, 0.255017], [1.074509, 3.975691, 1.796178], [-2.199869, 2.651968, 3.026807], [4.021106, -3.283814, -2.406530], [4.797957, -3.038654, 0.529585], [0.786697, -2.865938, -1.725554], [-0.766645, -3.662237, -0.047573], [-0.365426, -2.414130, 1.034638], [1.866780, -3.599998, 1.460692], [1.497242, -4.617691, 0.054581], [0.556627, -4.728704, 1.483610], [0.478783, -1.070023, -3.576469], [1.950809, -1.815114, -3.093341], [2.385589, 0.694174, -4.688025], [1.532164, -0.619975, -5.416737], [5.200515, -1.029861, -3.952590], [4.664509, 0.372341, -4.642769], [-0.781683, 0.450543, -3.398991], [0.370809, 1.565762, -4.057672], [-0.929685, 2.172433, -3.082268], [1.746909, 3.335544, -4.170187], [0.821625, 4.777833, -2.354879], [-1.965606, 0.986871, -1.303604], [-1.711498, 1.174656, 0.391316], [2.332978, 4.126895, -7.811769], [1.926862, 4.580158, -6.454136], [1.048421, 3.948315, -5.881615], [2.484767, 5.541699, -5.994624], [1.743294, 3.256711, -8.072847], [2.152469, 4.951361, -8.494634], [3.390826, 3.887572, -7.765945], [3.407789, -7.853372, 1.039028], [2.036276, -7.904753, 0.463348], [1.567502, -8.985889, 0.209536], [1.470122, -6.839552, 0.284869], [3.778261, -8.862093, 1.137753], [4.021775, -7.273234, 0.355941], [3.335002, -7.365814, 2.006430], [3.184785, -5.148170, -5.588368], [2.735852, -6.537557, -5.882507], [1.660150, -6.678755, -6.426178], [3.476000, -7.436349, -5.553817], [2.429036, -4.460774, -5.935947], [3.319224, -5.071433, -4.513863], [4.123562, -4.989694, -6.108078], [2.130806, -2.154285, 6.516717], [2.260949, -0.692135, 6.265065], [3.366605, -0.235008, 6.075559], [1.233415, -0.047394, 6.257115], [3.120160, -2.594097, 6.490507], [1.670384, -2.275686, 7.491872], [1.491359, -2.563892, 5.739130], [-6.036208, 2.782081, -4.234298], [-6.465101, 1.828441, -5.293414], [-7.550538, 1.990440, -5.795138], [-5.679452, 0.949999, -5.588938], [-6.824732, 3.510045, -4.088887], [-5.857537, 2.211129, -3.328993], [-5.122792, 3.256065, -4.579391], [-5.146012, -1.574353, -7.451606], [-5.080815, -2.095699, -8.845372], [-4.029914, -1.986461, -9.443727], [-6.088430, -2.592852, -9.292846], [-4.180206, -1.166175, -7.188465], [-5.912023, -0.806235, -7.430886], [-5.409091, -2.398847, -6.799876], [-3.176665, 6.673357, 3.173850], [-3.724801, 7.131317, 4.479916], [-4.673223, 6.525416, 4.935723], [-3.183871, 8.077423, 5.004897], [-3.755264, 5.823664, 2.837717], [-3.256221, 7.501287, 2.475745], [-2.142745, 6.399262, 3.335783], [-2.362358, -0.016740, 7.564319], [-2.260982, -1.413536, 7.056264], [-3.033999, -2.232001, 7.490978], [-1.392349, -1.633993, 6.234817], [-3.169472, 0.028497, 8.285158], [-1.409799, 0.232597, 8.021701], [-2.558531, 0.625306, 6.711614], [-2.317868, -3.157250, 3.552042], [-1.140628, -3.926536, 4.035520], [-1.335897, -4.821162, 4.816837], [-0.050869, -3.595966, 3.605221], [-3.206467, -3.562970, 4.019608], [-2.161914, -2.120114, 3.834390], [-2.357814, -3.265013, 2.471767], [-0.981925, -0.367277, -8.303668], [-0.121330, 0.519030, -7.475697], [0.872235, 0.994803, -7.981801], [-0.465480, 0.713106, -6.326909], [-0.547375, -0.446499, -9.292099], [-1.021828, -1.335977, -7.813635], [-1.969956, 0.080434, -8.344810], [0.899193, 7.163559, 5.279432], [1.053101, 5.749921, 4.842740], [0.293021, 4.925888, 5.312242], [1.928218, 5.504253, 4.039976], [0.084623, 7.214727, 5.984756], [1.831724, 7.466045, 5.739021], [0.690192, 7.756736, 4.393175], [-0.346627, 6.626531, 9.451960], [0.534833, 7.759471, 9.056174], [1.241934, 7.603280, 8.076893], [0.486299, 8.761113, 9.725419], [-0.193772, 5.809903, 8.758083], [-0.074777, 6.338913, 10.462463], [-1.368302, 6.982789, 9.414764], [7.354623, -9.946242, 3.172166], [6.127685, -9.832279, 2.337242], [5.060046, -9.729028, 2.904859], [6.276109, -9.850462, 1.136364], [7.063229, -9.915850, 4.214611], [7.829064, -10.889942, 2.922760], [7.999364, -9.111254, 2.917061], [-4.724131, 5.504710, 8.844507], [-3.813899, 4.612713, 9.614151], [-4.304801, 3.712009, 10.250751], [-2.623344, 4.851268, 9.547372], [-5.742934, 5.173080, 9.000761], [-4.580838, 6.515833, 9.212532], [-4.446129, 5.431989, 7.796972], [-2.764677, -5.262836, -5.990919], [-2.803773, -3.806774, -6.298785], [-3.348634, -3.062652, -5.506661], [-2.288993, -3.450537, -7.332869], [-3.262848, -5.425932, -5.043367], [-3.274351, -5.778539, -6.798986], [-1.720118, -5.556808, -5.945780]], "forces_ev_per_a": [[0.1, 0.6, 0.0], [0.0, -0.4, 0.3], [0.0, 0.3, 0.5], [-0.3, -0.5, 0.3], [-0.9, 1.7, 0.0], [0.4, -1.0, 0.0], [0.7, -0.1, 0.1], [0.0, 0.6, -0.2], [-0.4, 0.1, -0.5], [0.4, -0.1, 0.2], [1.2, 0.7, -0.8], [-1.3, -1.0, 0.5], [0.6, -0.9, 0.5], [-0.4, 0.4, -0.1], [0.3, 0.7, -0.5], [-1.4, -0.2, 0.2], [0.1, 0.0, 0.1], [0.2, 0.1, 0.6], [-0.3, 0.1, -0.4], [0.1, 0.2, 0.0], [0.0, -0.1, 0.3], [0.5, -0.6, 0.1], [0.1, 0.3, -0.7], [-0.1, -0.5, -0.3], [-0.7, 0.3, -0.1], [0.3, 0.2, 0.7], [0.3, 0.8, -1.1], [-0.3, -0.3, 0.1], [0.2, 0.5, 0.8], [0.2, -0.3, 0.2], [-0.2, -0.3, 0.1], [0.1, -0.4, -0.4], [0.1, 0.0, -0.3], [-1.0, 0.1, 0.6], [-0.4, -0.1, 0.0], [0.0, 0.9, 0.0], [0.0, -0.1, 0.8], [0.3, -1.2, -0.3], [0.4, 0.4, -0.5], [-0.3, -0.4, -0.2], [0.3, 0.4, 0.3], [0.2, -0.2, -0.4], [-0.1, -0.2, -0.3], [0.4, 0.0, 0.1], [-0.4, 0.0, -0.1], [0.0, -0.1, -0.4], [0.2, -0.2, 0.4], [0.6, 0.1, -0.2], [-0.1, -0.1, -0.5], [0.0, 0.1, 0.1], [0.2, 0.2, 0.0], [0.4, -0.2, -0.1], [-0.1, -0.2, 0.1], [-0.2, 0.1, 0.2], [0.0, -0.2, 0.0], [0.0, 0.2, 0.3], [-0.2, 0.0, -0.2], [0.4, -0.2, -0.2], [0.1, 0.1, 0.3], [-0.1, -0.1, 0.1], [0.1, 0.0, -0.3], [-0.1, 0.1, 0.1], [0.0, 0.2, -0.5], [-0.2, 0.3, 0.1], [0.3, -0.1, -0.5], [0.1, -0.1, 0.2], [-0.2, -0.1, -0.1], [0.0, 0.0, -0.2], [0.0, -0.2, 0.3], [0.1, 0.1, 0.1], [0.0, 0.0, 0.1], [0.1, 0.1, 0.0], [0.0, 0.1, 0.0], [0.0, -0.1, -0.1], [0.1, 0.1, 0.0], [-0.1, -0.2, 0.0], [0.0, -0.1, 0.0], [0.0, -0.1, 0.0], [0.0, 0.1, 0.0], [0.0, 0.1, 0.0], [-0.1, 0.0, -0.1], [0.0, 0.1, 0.1], [-0.2, 0.0, 0.0], [0.1, -0.1, 0.0], [0.0, 0.0, 0.0], [0.1, -0.1, 0.0], [0.1, 0.0, 0.1], [0.2, -0.1, 0.0], [0.0, -0.3, 0.1], [0.1, 0.1, -0.1], [-0.1, 0.1, 0.1], [0.0, 0.0, 0.0], [-0.1, 0.0, 0.0], [-0.1, 0.0, 0.0], [-0.1, 0.2, 0.1], [0.0, 0.1, 0.1], [-0.2, 0.0, -0.1], [0.1, -0.1, 0.0], [0.0, 0.0, 0.0], [0.1, -0.1, 0.0], [0.1, -0.1, 0.0], [0.0, 0.2, -0.1], [0.1, 0.1, 0.1], [0.1, 0.1, -0.1], [-0.1, -0.1, 0.0], [0.1, 0.0, 0.0], [-0.1, -0.1, 0.0], [-0.1, 0.0, 0.0], [-0.1, 0.0, 0.0], [0.0, -0.1, -0.2], [-0.1, -0.1, 0.2], [0.1, 0.1, 0.1], [0.0, 0.0, 0.0], [0.1, 0.1, 0.1], [0.1, 0.1, 0.0], [-0.1, 0.0, 0.2], [-0.1, 0.1, 0.2], [-0.1, -0.1, 0.0], [0.1, -0.1, -0.3], [0.0, -0.1, 0.0], [0.1, 0.0, -0.1], [0.1, 0.0, 0.0], [-0.1, 0.0, 0.0], [-0.3, 0.0, 0.2], [0.1, -0.1, 0.1], [0.2, 0.2, 0.0], [0.0, 0.0, 0.1], [0.1, 0.0, 0.0], [0.1, 0.0, 0.0], [0.0, -0.1, -0.2], [-0.1, -0.1, -0.1], [0.2, 0.1, 0.0], [0.0, 0.0, 0.2], [0.1, 0.1, 0.0], [-0.1, 0.0, 0.1], [0.0, 0.0, 0.1], [-0.1, 0.1, -0.2], [-0.1, 0.1, 0.1], [-0.1, -0.1, -0.1], [0.0, -0.1, -0.1], [0.0, 0.0, 0.0], [0.1, 0.0, 0.0], [0.1, 0.0, -0.1], [0.1, -0.1, -0.1], [0.0, -0.2, 0.0], [0.1, 0.0, 0.1], [0.0, 0.2, 0.1], [0.0, 0.0, 0.0], [-0.1, 0.1, 0.1], [0.0, 0.1, 0.1], [0.0, 0.0, 0.2], [0.1, -0.1, 0.1], [0.0, 0.0, 0.1], [0.0, 0.0, -0.2], [-0.1, 0.0, 0.0], [0.0, 0.0, -0.1], [0.0, 0.0, -0.1], [-0.2, 0.0, 0.0], [-0.1, 0.1, 0.0], [-0.1, -0.2, 0.1], [0.1, 0.0, -0.1], [0.0, 0.0, 0.1], [0.1, 0.0, -0.1], [0.1, 0.1, 0.0], [-0.1, -0.1, 0.1], [-0.1, -0.1, 0.2], [0.1, -0.1, 0.2], [0.2, 0.1, -0.2], [0.0, 0.1, 0.0], [0.1, 0.0, -0.1], [0.0, 0.0, -0.1]], "lowdin_charge": [0.06, -0.16, 0.05, 0.00, -0.47, 0.11, 0.11, -0.25, -0.25, 1.00, -0.41, 0.04, -0.83, 0.19, 0.16, -0.48, 0.95, -0.33, -0.12, -0.48, 0.90, -0.19, -0.12, -0.49, 0.14, 0.07, -0.39, -0.06, 0.44, -0.27, -0.13, -0.11, 0.00, -0.16, 0.04, -0.65, 0.14, 0.17, 0.16, 0.08, 0.05, 0.14, 0.11, 0.15, 0.15, 0.11, 0.12, 0.10, 0.09, 0.05, 0.04, 0.06, 0.07, 0.07, 0.11, 0.10, 0.10, 0.09, 0.07, 0.05, 0.07, 0.09, 0.04, 0.11, 0.08, 0.14, 0.07, -0.42, 0.03, 0.11, 0.07, 0.11, 0.11, 0.05, -0.43, 0.10, 0.03, 0.06, 0.10, 0.10, 0.02, -0.45, 0.06, 0.07, 0.07, 0.09, 0.10, 0.06, -0.44, 0.08, 0.03, 0.10, 0.11, 0.09, 0.04, -0.45, 0.09, 0.05, 0.10, 0.09, 0.10, 0.03, -0.45, 0.05, 0.07, 0.07, 0.09, 0.09, 0.04, -0.45, 0.05, 0.07, 0.09, 0.11, 0.07, 0.06, -0.44, 0.10, 0.03, 0.10, 0.10, 0.10, 0.05, -0.44, 0.10, 0.02, 0.10, 0.08, 0.09, 0.07, -0.43, 0.06, 0.05, 0.10, 0.09, 0.10, 0.04, -0.44, 0.05, 0.06, 0.08, 0.09, 0.11, 0.03, -0.43, 0.03, 0.09, 0.09, 0.11, 0.09, 0.05, -0.44, 0.06, 0.07, 0.09, 0.10, 0.10, 0.06, -0.44, 0.08, 0.04, 0.10, 0.10, 0.09, 0.06, -0.44, 0.05, 0.06, 0.10, 0.11, 0.10], "e_tot_ha": -9471.2360, "spin_multiplicity": 1, "charge": 1, "homo_ev": -12.223, "e_above_lowest_kcal_mol": 0.0}